No. 1
94
Properties=species:S:1:pos:R:3:lowdin_spin:R:1 method="wB97M-V/def2-TZVPD" gap_ev="5.27 / 6.07" spin_multiplicity=2 s2=0.761 homo_energy_ha="-0.465 / -0.495" charge=+3
Yb -3.28354 1.14078 -0.27806 0.140
P -0.96883 -3.26187 -0.84773 0.001
P 2.96724 -0.64673 0.98812 0.000
P 2.55198 -1.65546 -2.64397 0.000
H -3.20963 2.72076 -3.69920 0.001
C -3.27995 1.67827 -4.03323 0.002
C -3.23784 0.61209 -3.23075 0.001
H -2.92340 0.66877 -2.20250 0.001
C -2.31956 -2.17142 -0.39669 0.005
C -0.29912 -4.08040 0.62651 0.000
C -1.54215 -4.45520 -2.03692 0.000
C 4.22710 0.62286 0.73832 0.000
C 2.31026 -0.33559 2.64788 0.000
C 3.84404 -2.22945 1.14163 0.000
C 1.72598 -1.58983 -4.22129 0.000
C 2.53548 -3.32474 -2.04809 0.000
C 4.26438 -1.19187 -2.84928 0.000
H -3.37968 1.53683 -5.11933 0.000
H -3.37826 -0.39274 -3.61848 0.000
H -2.79445 -1.78880 -1.31921 0.001
H -1.89183 -1.34475 0.19847 0.003
H -3.05521 -2.72496 0.21497 0.001
H 0.33896 -3.36536 1.18339 0.000
H 0.32142 -4.95091 0.32995 0.000
H -1.10613 -4.42564 1.30525 0.000
H -2.39941 -4.02797 -2.56437 0.000
H -1.83577 -5.38866 -1.54340 0.000
H -0.75414 -4.66145 -2.76536 0.000
H 4.96628 0.49923 1.54058 0.000
H 3.77087 1.61766 0.79745 0.000
H 4.70269 0.49523 -0.23899 0.000
H 3.16014 -0.31835 3.35180 0.000
H 1.62468 -1.13860 2.95111 0.000
H 1.76870 0.61907 2.71404 0.000
H 4.45845 -2.15341 2.05274 0.000
H 4.49556 -2.40884 0.27583 0.000
H 3.13741 -3.06619 1.25653 0.000
H 2.29196 -2.23656 -4.91420 0.000
H 1.68340 -0.57119 -4.63207 0.000
H 0.69696 -1.96565 -4.12802 0.000
H 3.16151 -3.91694 -2.73238 0.000
H 1.52958 -3.75659 -2.05507 0.000
H 2.94909 -3.41463 -1.03856 0.000
H 4.67142 -1.86519 -3.62694 0.000
H 4.84030 -1.33499 -1.92067 0.000
H 4.38224 -0.15859 -3.20168 0.000
C 1.46675 1.08740 -2.54570 0.000
C 0.25989 1.25041 -3.22263 0.000
C 0.22374 2.06290 -4.34697 0.000
C 1.39952 2.65937 -4.82982 0.000
C 2.59833 2.53147 -4.12241 0.000
C 2.61349 1.76617 -2.95048 0.000
Se 1.41648 -0.38627 -1.09013 0.001
H 0.05287 -2.44490 -1.36128 0.000
H -0.64563 0.71962 -2.90294 0.000
H -0.71557 2.21170 -4.88020 0.000
H 1.34637 3.23732 -5.74973 0.000
H 3.51496 3.01976 -4.45970 0.000
H 3.55342 1.65479 -2.42161 0.000
O -1.35278 0.64654 0.62628 0.033
P -1.55756 1.29992 2.01698 0.038
C -0.23443 2.45021 2.30620 0.001
C 0.19808 2.70282 3.62352 0.001
C 1.19935 3.63968 3.87106 0.000
C 1.81932 4.30041 2.80570 0.000
C 1.41568 4.02894 1.49305 0.000
C 0.39823 3.11080 1.23645 0.001
C -3.19826 1.97647 1.97080 0.208
C -4.23753 1.03010 2.07064 0.122
C -5.36209 1.16668 1.26745 0.040
C -5.45936 2.23780 0.37359 0.198
C -4.51821 3.27344 0.40133 0.060
C -3.42014 3.18211 1.25487 0.096
C -1.54587 0.11520 3.35663 0.002
C -1.03205 -1.17983 3.19814 0.000
C -1.00396 -2.05511 4.29013 0.000
C -1.46877 -1.64631 5.54679 0.000
C -1.94335 -0.33856 5.71840 0.000
C -2.00779 0.52835 4.62550 0.004
H -0.26553 2.17806 4.45780 0.000
H 1.51060 3.82502 4.90251 0.000
H 2.62763 5.00733 2.99328 0.000
H 1.89273 4.54224 0.65615 0.000
H 0.09848 2.88520 0.20673 0.000
H -4.20037 0.29853 2.86388 0.012
H -6.16269 0.42522 1.33654 0.001
H -6.28545 2.30457 -0.33670 0.010
H -4.66172 4.15653 -0.23298 0.003
H -2.68013 4.00011 1.33232 0.007
H -0.64811 -1.50603 2.22519 0.000
H -0.60669 -3.06337 4.15128 0.000
H -1.45557 -2.33848 6.39159 0.000
H -2.26302 0.01381 6.70058 0.000
H -2.39254 1.53988 4.77373 0.002

***

No. 2
93
Properties=species:S:1:pos:R:3:mulliken_charge:R:1 method="wB97M-V/def2-TZVPD" gap_ev=3.86 homo_energy_ha=-0.677 charge=+4
Ti -0.76390 0.37859 -1.17851 -0.866
P -2.15537 2.34849 -0.55048 1.201
P -2.42021 -1.34689 -0.36742 1.121
P 1.66053 0.98327 -1.73279 0.659
H 0.31213 -4.96212 -0.81600 0.497
C 1.14250 -4.24756 -0.94501 0.060
C 1.79247 -4.39250 -2.25704 -0.301
H 2.73878 -3.89058 -2.44258 0.326
C -3.75795 2.40042 -1.44946 -1.320
C -2.64938 2.83041 1.13597 -0.937
C -1.34543 3.86225 -1.17419 -1.047
C -1.88256 -2.73485 0.68429 -0.489
C -3.84436 -0.74014 0.60732 -0.791
C -3.23221 -2.18381 -1.76931 -1.203
C 2.52013 -0.51376 -2.34058 -0.313
C 2.94296 1.70829 -0.65859 -0.791
C 1.72041 2.08596 -3.18912 -1.065
H 1.83512 -4.31751 -0.08733 0.357
H 1.37464 -5.08326 -2.98413 0.440
H -4.40122 3.14083 -0.95451 0.553
H -4.26506 1.42953 -1.44220 0.323
H -3.59911 2.69591 -2.49375 0.483
H -3.26791 3.73756 1.07109 0.647
H -1.76661 3.03369 1.75517 0.196
H -3.23735 2.03426 1.60957 0.322
H -2.09583 4.66519 -1.19580 0.529
H -0.95145 3.71160 -2.18710 0.336
H -0.52463 4.15925 -0.51074 0.194
H -2.70693 -3.45867 0.75619 0.551
H -1.62087 -2.38177 1.69108 0.025
H -1.00603 -3.23585 0.25388 -0.005
H -4.62303 -1.51476 0.56755 0.567
H -4.24721 0.19232 0.19556 0.286
H -3.55382 -0.57271 1.65280 0.018
H -4.12122 -2.70646 -1.39007 0.551
H -2.54863 -2.90726 -2.23025 0.350
H -3.52791 -1.45545 -2.53518 0.404
H 3.52703 -0.23372 -2.68006 0.605
H 1.96925 -0.97108 -3.17212 0.127
H 2.60614 -1.25604 -1.53645 -0.228
H 3.82632 1.93675 -1.27202 0.603
H 3.22527 1.00887 0.13732 0.107
H 2.58917 2.63498 -0.19304 0.374
H 2.77177 2.33817 -3.38287 0.538
H 1.16143 3.00783 -2.98614 0.372
H 1.28646 1.60259 -4.07385 0.234
C -0.66591 -0.37948 -4.29626 0.653
C -0.36764 0.09235 -5.58617 -0.821
C 0.36512 -0.70883 -6.46066 -0.600
C 0.79034 -1.98252 -6.05868 -0.846
C 0.45804 -2.46337 -4.78869 -0.278
C -0.31938 -1.68398 -3.92949 0.205
S -1.46414 0.77507 -3.12285 -0.196
H 0.68411 -3.15624 -0.88221 -0.388
H -0.71585 1.08412 -5.87296 0.552
H 0.60690 -0.34131 -7.45859 0.463
H 1.37762 -2.60702 -6.73459 0.443
H 0.79479 -3.44239 -4.44385 0.389
H -0.63217 -2.07639 -2.95850 -0.272
C 0.84486 4.80727 3.86116 -0.746
C 0.98577 4.71326 2.47005 -0.853
C 0.85610 3.47271 1.83262 0.579
C 0.56341 2.32592 2.58044 0.498
C 0.45058 2.41276 3.97112 -0.654
C 0.58333 3.65374 4.61072 -0.796
Sb 0.22324 0.40542 1.56797 0.778
C 2.19990 -0.49763 1.84176 -0.167
C 2.51369 -1.65181 1.11966 0.351
C 3.79825 -2.20005 1.17938 -0.192
C 4.77277 -1.60092 1.98942 -0.839
C 4.45008 -0.46534 2.74077 -0.710
C 3.16182 0.08528 2.67244 -0.326
C -0.76135 -0.59878 3.25661 0.758
C -0.17580 -1.72659 3.84205 -0.403
C -0.83925 -2.40687 4.87206 -0.651
C -2.08728 -1.95837 5.32250 -0.758
C -2.65718 -0.81157 4.75712 -0.583
C -1.98513 -0.12102 3.73913 -0.885
H 0.93857 5.77587 4.35644 0.448
H 1.20115 5.60242 1.87311 0.477
H 0.97985 3.41375 0.74811 -0.234
H 0.24863 1.52365 4.57356 0.528
H 0.47972 3.71102 5.69549 0.479
H 1.75778 -2.13755 0.49855 -0.116
H 4.02681 -3.09641 0.59649 0.352
H 5.77805 -2.02320 2.03382 0.438
H 5.19794 -0.00189 3.38648 0.476
H 2.92094 0.96947 3.26740 0.457
H 0.80349 -2.08115 3.50934 0.419
H -0.37481 -3.28766 5.31889 0.471
H -2.61011 -2.49539 6.11655 0.438
H -3.62333 -0.44228 5.10704 0.478
H -2.42069 0.80161 3.34617 0.585

***

No. 3
96
Properties=species:S:1:pos:R:3:lowdin_spin:R:1 method="wB97M-V/def2-TZVPD" de_lowest_kcal_mol=6.8 gap_ev="7.62 / 7.08" spin_multiplicity=4 s2=3.761 homo_energy_ha="-0.261 / -0.295" charge=0
Ti 0.59415 0.81790 -0.45637 1.025
C 2.72308 1.86620 2.19597 0.011
C 1.29573 2.35887 2.33410 0.005
C 0.55037 1.55729 3.38776 0.010
C 1.29024 3.84653 2.66744 0.001
O 0.58283 2.14764 1.08825 0.032
Ge -0.19070 3.51269 -0.03184 0.011
O 1.16585 3.04742 -1.21808 0.004
C 1.57254 3.82319 -2.37116 0.000
C 0.68326 5.04969 -2.54420 0.001
C 1.48278 2.93843 -3.60304 0.000
C 3.00918 4.26366 -2.14072 0.002
O -1.08739 1.94035 -0.74305 0.015
C -2.45383 1.94550 -1.23218 0.005
C -3.36924 2.35877 -0.09225 0.000
C -2.55503 2.93429 -2.38210 0.000
C -2.78470 0.54304 -1.69541 0.009
H 3.24870 2.02336 3.14063 0.000
H 3.24875 2.39686 1.40200 0.006
H 2.74384 0.80059 1.96235 0.005
H 1.09181 1.59148 4.33631 0.000
H 0.46826 0.51386 3.07686 0.011
H -0.45525 1.95556 3.54595 0.000
H 1.79655 4.01530 3.62015 0.000
H 0.27131 4.23115 2.75377 0.000
H 1.81724 4.42367 1.90114 0.000
H -0.35940 4.76903 -2.70647 0.000
H 1.01081 5.62091 -3.41490 0.000
H 0.73561 5.70841 -1.67445 0.000
H 0.45929 2.58605 -3.74664 0.000
H 2.13166 2.06871 -3.49933 0.000
H 1.78590 3.49258 -4.49511 0.000
H 3.07204 4.88780 -1.24456 0.000
H 3.36804 4.84626 -2.99455 0.000
H 3.65956 3.39994 -2.00712 0.003
H -3.11201 3.35811 0.27157 0.000
H -3.29298 1.65423 0.73823 0.000
H -4.40680 2.37972 -0.43544 0.000
H -2.36779 3.95597 -2.03989 0.000
H -3.55986 2.90882 -2.81334 0.000
H -1.83753 2.68677 -3.16667 0.000
H -2.52743 -0.17268 -0.91445 0.002
H -2.23377 0.27595 -2.59684 0.007
H -3.85598 0.46215 -1.89107 0.000
C 4.15431 -0.88438 -0.75949 0.042
Se 3.10696 0.66410 -1.26853 0.433
C 4.74902 -0.22840 -4.53010 0.000
C 4.02236 -1.33168 -4.63949 0.001
Se 0.74772 -0.60030 -2.67154 0.490
C 1.34756 -2.38644 -2.20485 0.042
H 5.19629 -0.59460 -0.85883 0.006
H 3.95626 -1.71511 -1.43224 0.009
H 3.93925 -1.17530 0.26609 0.001
H 5.76255 -0.24879 -4.14186 0.000
H 4.34974 0.74264 -4.80780 0.000
H 4.41457 -2.30101 -4.34358 0.000
H 3.00207 -1.30480 -5.00749 0.001
H 1.73263 -2.85565 -3.10706 0.000
H 0.50424 -2.94849 -1.81965 0.008
H 2.12354 -2.33311 -1.45162 0.005
C 0.37854 -0.92868 0.59381 0.639
Ge -0.99707 -2.09925 1.26461 0.072
C -0.27875 -3.01939 2.83186 0.009
C 1.02797 -3.51985 2.81060 0.001
C 1.56817 -4.17183 3.91414 0.000
C 0.80712 -4.32855 5.06654 0.001
C -0.49130 -3.83743 5.10784 0.001
C -1.03010 -3.18722 3.99961 0.001
C -1.45448 -3.43990 -0.06151 0.020
C -2.15692 -3.10915 -1.22737 0.005
C -2.44459 -4.07564 -2.18517 0.001
C -2.03262 -5.38959 -1.99142 0.001
C -1.33672 -5.73276 -0.83976 0.001
C -1.05199 -4.76470 0.11852 0.003
C -2.61256 -1.21350 1.85827 0.000
C -2.50810 -0.17295 2.78669 0.001
C -3.64277 0.40717 3.34041 0.000
C -4.90442 -0.03684 2.95869 0.000
C -5.02499 -1.06728 2.03392 0.000
C -3.88527 -1.65840 1.49477 -0.001
H 1.32726 -1.47304 0.68826 0.037
H 1.64022 -3.40316 1.92100 -0.001
H 2.58116 -4.55461 3.87632 0.000
H 1.22626 -4.83221 5.92969 0.000
H -1.08745 -3.95830 6.00570 0.000
H -2.04654 -2.81004 4.05125 0.000
H -2.46547 -2.08349 -1.41002 0.001
H -2.98127 -3.80131 -3.08584 0.000
H -2.25298 -6.14383 -2.73712 0.000
H -1.01349 -6.75514 -0.68464 0.000
H -0.51159 -5.04920 1.01497 0.000
H -1.52613 0.18909 3.08740 0.001
H -3.54307 1.20909 4.06330 0.000
H -5.79178 0.41675 3.38349 0.000
H -6.00656 -1.41935 1.73737 0.000
H -3.99646 -2.47624 0.79059 0.000

***

The highest charge belongs to which entry?
C35H52P3SSbTi